[1]
{
  "formula": "CH3NO3S",
  "method": "ωB97M-V/def2-TZVPD",
  "species": ["O", "C", "S", "H", "H", "O", "N", "O", "H"],
  "coordinates": [[0.56526, -0.30798, 0.25161], [-0.17137, -1.25484, 0.26520], [-1.90661, -1.16118, 0.38165], [0.16549, -2.29577, 0.26304], [-1.97075, 0.17276, 0.38012], [0.41023, 2.18334, -2.83338], [0.50956, 1.63477, -1.78306], [1.57978, 2.03077, -1.02332], [1.54488, 1.45394, -0.24098]],
  "forces_ev_per_a": [[0.3, -0.1, 0.1], [-0.1, 0.4, 0.3], [-0.5, -0.3, -0.1], [0.2, -0.2, -0.1], [0.1, 0.2, 0.0], [0.8, -0.3, 1.6], [-0.9, -0.1, -1.0], [0.3, 0.6, -0.6], [-0.3, -0.2, -0.2]],
  "lumo_energy_ev": 0.537,
  "relative_energy_kcal_mol": 66.79,
  "gap_ev": 10.58,
  "smiles": "O=CS.O=NO",
  "charge": 0
}


[2]
{
  "formula": "C20H54F3MnN5O6",
  "method": "ωB97M-V/def2-TZVPD",
  "species": ["Mn", "N", "H", "H", "H", "H", "C", "O", "O", "C", "F", "F", "F", "C", "C", "H", "H", "H", "H", "H", "H", "C", "C", "C", "O", "C", "N", "H", "H", "H", "H", "H", "H", "H", "H", "H", "H", "H", "C", "C", "C", "O", "C", "N", "H", "H", "H", "H", "H", "H", "H", "H", "H", "H", "H", "C", "C", "C", "O", "C", "N", "H", "H", "H", "H", "H", "H", "H", "H", "H", "H", "H", "C", "C", "C", "O", "C", "N", "H", "H", "H", "H", "H", "H", "H", "H", "H", "H", "H"],
  "coordinates": [[1.16763, 0.34961, -3.52932], [4.44558, 0.53956, -1.58593], [5.08582, 1.15270, -1.07831], [4.77721, -0.42034, -1.70127], [4.24882, 0.93098, -2.50632], [3.53335, 0.47198, -1.05795], [1.44180, 0.29430, -0.15496], [2.76273, -0.27385, -0.18752], [1.09881, 0.43300, -1.44260], [0.47941, -0.62519, 0.65439], [0.65281, -1.92352, 0.43948], [0.68888, -0.40114, 1.96550], [-0.79121, -0.29861, 0.41964], [3.44770, -0.45823, 1.04236], [4.84587, -1.06462, 0.83696], [4.78063, -1.72584, -0.03496], [5.56435, -0.29980, 0.52142], [5.22866, -1.61140, 1.68997], [2.92615, -1.22905, 1.61532], [3.53756, 0.44494, 1.65036], [1.49973, 1.21419, 0.43722], [-2.12716, 1.32632, -2.40030], [-1.59795, 2.07510, -3.62938], [-2.26963, 3.42289, -3.73980], [-1.80865, 4.08326, -4.90959], [-2.51373, 5.28378, -5.12441], [-0.12733, 2.21154, -3.53672], [-1.97182, 1.84912, -1.45168], [-1.55673, 0.41476, -2.24199], [-3.20994, 1.25692, -2.50011], [-1.79379, 1.66524, -4.62743], [-2.10132, 4.05800, -2.85952], [-3.35500, 3.30009, -3.82204], [-1.95659, 5.92732, -5.80507], [-2.68944, 5.90130, -4.23832], [-3.48951, 5.11868, -5.59143], [0.02566, 2.64465, -2.62038], [0.07321, 2.97432, -4.19642], [-2.34901, 2.48160, 1.70224], [-2.70669, 1.74679, 2.99939], [-3.81427, 0.69419, 2.91698], [-5.06319, 1.32288, 2.80814], [-6.14909, 0.39498, 2.82992], [-1.46498, 1.17899, 3.50345], [-1.74427, 3.35571, 1.93640], [-3.26058, 2.75691, 1.16556], [-1.80047, 1.84822, 1.00183], [-3.07351, 2.48286, 3.71966], [-3.71991, 0.25606, 3.92115], [-3.58921, -0.03537, 2.12862], [-6.04037, -0.31820, 2.01018], [-6.99779, 1.05842, 2.65699], [-6.30855, -0.10745, 3.78598], [-0.85128, 0.78755, 2.80293], [-1.51034, 0.41613, 4.17276], [-0.40952, -1.03820, -7.50468], [-0.36363, -0.62046, -6.01756], [-0.47699, -1.81681, -5.06853], [-0.16354, -1.21214, -3.77820], [-0.60116, -2.10549, -2.70196], [0.94363, 0.02976, -5.73792], [0.47603, -1.65175, -7.67995], [-0.42795, -0.14617, -8.12955], [-1.29747, -1.60600, -7.77933], [-1.17860, 0.08142, -5.85598], [0.32328, -2.52558, -5.28489], [-1.47496, -2.24369, -5.09567], [-0.24216, -3.10160, -2.97699], [-1.68736, -2.15483, -2.75217], [-0.16603, -1.83369, -1.74917], [0.95552, 0.92304, -6.22423], [1.65571, -0.58144, -6.13302], [1.69087, -1.54092, 7.77911], [2.19212, -1.73674, 6.36524], [2.07433, -3.17553, 5.87685], [2.78199, -4.02717, 6.75126], [2.55505, -5.39084, 6.46940], [1.49160, -0.87513, 5.38457], [1.72458, -2.48289, 8.33131], [0.69267, -1.10805, 7.81691], [2.40330, -0.96391, 8.37274], [3.26838, -1.52101, 6.39457], [2.58830, -3.28711, 4.90825], [1.00749, -3.42628, 5.81351], [2.43552, -5.54977, 5.39617], [1.69409, -5.83644, 6.98334], [3.37420, -5.96956, 6.89838], [1.88959, -0.89023, 4.45044], [1.76212, 0.05200, 5.71670]],
  "forces_ev_per_a": [[-1.4, 0.6, 1.2], [1.1, 1.1, -1.9], [0.3, -0.3, -0.2], [0.3, 0.3, 0.2], [0.5, 0.1, 0.0], [-0.5, -0.6, 0.7], [-0.2, -0.5, -0.5], [-0.8, -0.4, 1.0], [0.0, 0.3, -1.3], [0.1, 0.7, 0.5], [0.0, -0.3, -0.4], [0.2, -0.2, 0.0], [0.0, -0.2, -0.4], [0.8, -1.4, 1.7], [-0.3, 0.8, -1.6], [0.0, -0.5, 0.4], [0.2, -0.1, 0.5], [-0.1, 0.1, 0.1], [-0.3, 0.4, 0.0], [-0.4, 0.2, -0.2], [-0.1, 0.3, -0.1], [0.2, 0.3, -0.5], [-0.5, 0.3, 0.3], [-0.3, 0.7, -0.2], [0.3, -0.3, 0.6], [-0.4, 1.1, -0.7], [0.5, 0.8, 0.0], [0.2, 0.6, -0.3], [-0.6, -0.5, -0.2], [0.1, -0.7, 0.1], [-0.2, -0.8, 0.5], [0.2, -0.1, 0.1], [0.0, -0.3, 0.1], [0.2, -0.3, -0.1], [0.2, -0.4, 0.3], [0.0, -0.3, 0.1], [0.2, -0.2, -0.1], [0.3, -0.2, 0.0], [-0.7, -0.2, 0.0], [0.4, -0.1, -0.4], [0.7, 0.8, 0.9], [0.1, -0.6, -0.2], [-0.1, 1.2, -0.4], [0.9, -0.5, 0.3], [-0.1, 0.1, -0.1], [0.0, 0.3, 0.2], [0.2, -0.2, 0.2], [0.1, 0.1, 0.0], [-0.3, -0.7, -0.3], [-0.3, -0.1, 0.0], [-0.1, -0.2, 0.1], [-0.3, -0.5, -0.1], [0.4, -0.1, 0.1], [-0.4, 0.4, -0.4], [-0.6, 0.4, 0.3], [0.0, 0.1, 0.7], [-0.4, -1.0, -1.1], [0.9, 2.0, -0.1], [-0.8, -1.3, 0.8], [0.1, -0.8, -1.0], [0.1, 0.3, 0.6], [-0.1, 0.0, -0.5], [0.3, -0.1, -0.1], [0.0, -0.1, 0.3], [0.1, 0.1, 0.4], [-0.3, -0.4, -0.1], [0.0, -0.2, 0.2], [0.1, 0.0, 0.2], [0.0, 0.3, 0.5], [-0.2, 0.4, -0.1], [0.3, -0.1, -0.2], [0.1, 0.3, -0.3], [0.2, -0.2, 0.6], [0.8, -0.7, -0.8], [0.3, 0.1, 0.3], [-0.4, -0.1, 0.3], [0.1, -0.5, 0.5], [0.3, 0.9, 0.9], [-0.4, -0.2, -0.3], [0.0, 0.0, 0.0], [-0.3, 0.5, -0.2], [0.0, 0.0, -0.2], [-0.5, 0.2, -0.3], [0.1, -0.2, -0.1], [0.2, -0.2, -0.1], [-0.4, 0.6, -0.1], [0.3, 0.2, -0.4], [0.2, -0.5, 0.1], [-0.7, 0.2, -0.2]],
  "lumo_energy_ev": [-6.723, -7.438],
  "gap_ev": [5.61, 4.90],
  "charge": 2,
  "multiplicity": 6
}